Entry from the Open Molecules 2025 dataset: a cluster of 2 separate species, C4H6OS in total in a non-equilibrium geometry (the ωB97M-V functional and the def2-TZVPD basis).

Geometry as XYZ:
```
12
Properties=species:S:1:pos:R:3:nbo_charge:R:1
C -1.61041 -0.54330 0.19475 0.143
C 2.01442 0.92151 -0.18467 -0.037
C 1.16601 1.16114 0.75026 -0.595
C -0.55232 -1.24091 -0.07705 -0.546
O -1.93664 0.50420 -0.58364 -0.662
S 2.69348 0.40775 -1.50212 0.100
H -2.15337 -0.78842 1.05346 0.187
H -1.30152 0.25864 -1.41631 0.481
H 0.98999 0.24677 1.31998 0.272
H 0.76726 2.12419 0.97412 0.260
H 0.06964 -0.96035 -0.96642 0.180
H -0.14653 -2.09124 0.43764 0.216
```

As for the LUMO energy: -0.023 eV. The value obtained for the energy relative to the best compared isomer or geometry (same formula, charge and spin) is 3.384 eV. The calculation puts the gap between HOMO and LUMO at 8.606 eV. As for the spin multiplicity: 1. The SMILES is C=C=S.C=CO.

Entry from the Open Molecules 2025 dataset: the molecule C4H6OS in a non-equilibrium geometry (the ωB97M-V functional and the def2-TZVPD basis).

Geometry as XYZ:
```
12
Properties=species:S:1:pos:R:3:nbo_charge:R:1
C -1.29122 0.66739 -1.31519 -0.644
C -0.04689 0.06665 -0.73851 -0.017
C 0.82153 -0.19598 0.05629 -0.026
C 1.70268 -0.86679 1.03034 -0.141
H -2.35854 2.77066 -1.00070 0.120
H -1.02540 1.17001 -2.31067 0.255
H -2.06975 -0.11760 -1.63126 0.242
H 2.60651 -0.37020 1.42115 0.216
H 2.17284 -1.67996 0.42240 0.189
H 0.24704 -1.83346 2.02459 0.473
O 1.12749 -1.43565 2.22143 -0.704
S -1.88629 1.82494 -0.17988 0.038
```

As for the LUMO energy: 0.719 eV. The value obtained for the energy relative to the best compared isomer or geometry (same formula, charge and spin) is 3.046 eV. The calculation puts the gap between HOMO and LUMO at 9.900 eV. As for the spin multiplicity: 1. The SMILES is OCC#CCS.

Entry from the Open Molecules 2025 dataset: the molecule C4H6OS2 in a non-equilibrium geometry (the ωB97M-V functional and the def2-TZVPD basis).

Geometry as XYZ:
```
13
Properties=species:S:1:pos:R:3:nbo_charge:R:1
C 0.71430 0.42386 -0.20971 -0.447
C 0.76731 -0.90831 0.44124 -0.513
C -0.62732 1.11346 0.05262 0.102
C -1.62139 -0.08088 -0.07462 -0.232
O -0.95588 1.19687 1.31948 -0.673
S -0.91729 -1.56589 0.33264 0.385
S -3.28469 0.15440 -0.28584 0.186
H 1.50778 0.95419 0.26119 0.230
H 0.68203 0.42916 -1.34528 0.206
H 1.29030 -1.75422 0.08572 0.231
H 1.13760 -0.69544 1.44352 0.239
H -0.83139 1.88760 -0.59615 0.156
H -3.59952 -1.06407 -0.64165 0.129
```

As for the LUMO energy (alpha / beta): -0.033 / -0.033 eV. The value obtained for the energy relative to the best compared isomer or geometry (same formula, charge and spin) is 3.023 eV. The calculation puts the gap between HOMO and LUMO (alpha / beta) at 8.287 / 8.286 eV. As for the spin multiplicity: 1.

Entry from the Open Molecules 2025 dataset: the molecule C4H6OS3 in a non-equilibrium geometry (the ωB97M-V functional and the def2-TZVPD basis).

Geometry as XYZ:
```
14
Properties=species:S:1:pos:R:3:nbo_charge:R:1
C 1.18093 -0.49629 1.01741 -0.379
C 0.85579 0.91811 0.95727 -0.365
C -0.14280 -0.18196 0.88787 -0.348
C -1.09431 -0.51415 -0.26991 0.518
H 1.21686 -1.34694 -1.18871 0.167
H 1.53931 -0.96265 1.90283 0.253
H 0.71468 1.52068 1.95215 0.242
H 1.91515 1.59372 -1.15496 0.151
H -0.62977 -0.29933 1.98240 0.231
H -2.89904 0.47218 1.35071 0.148
O -0.80260 -0.70748 -1.40813 -0.523
S 2.16212 -1.28474 -0.20184 -0.011
S 0.75195 1.93697 -0.47533 0.008
S -2.92870 -0.25673 0.10622 -0.092
```

As for the LUMO energy: 0.310 eV. The value obtained for the energy relative to the best compared isomer or geometry (same formula, charge and spin) is 2.211 eV. The calculation puts the gap between HOMO and LUMO at 9.416 eV. As for the spin multiplicity: 1. The SMILES is O=C(S)[C@@H]1[C@H](S)[C@@H]1S.

Entry from the Open Molecules 2025 dataset: a structure of composition C4H6OS3 in a non-equilibrium geometry (the ωB97M-V functional and the def2-TZVPD basis).

Geometry as XYZ:
```
14
Properties=species:S:1:pos:R:3:nbo_charge:R:1
C -1.44963 0.75192 -0.56944 -0.497
C -0.69203 0.34184 0.76093 -0.339
C 1.31426 -0.22120 0.07521 -0.343
C 0.77547 1.00745 0.76790 -0.005
H -2.65789 -1.39800 -1.26157 0.150
H -0.92041 0.89646 -1.39441 0.228
H -1.84560 1.79530 -0.38757 0.239
H -1.59848 0.51403 1.65386 0.257
H 1.31461 0.87122 1.69778 0.221
H 1.34064 2.75430 -0.18295 0.501
O 0.50917 2.14481 0.00335 -0.715
S -2.94637 -0.37899 -0.35804 -0.085
S 0.18627 -1.25938 0.61698 0.434
S 2.79793 -0.47862 -0.65641 -0.047
```

As for the LUMO energy: -0.387 eV. The value obtained for the energy relative to the best compared isomer or geometry (same formula, charge and spin) is 2.994 eV. The calculation puts the gap between HOMO and LUMO at 8.263 eV. As for the spin multiplicity: 1.

Entry from the Open Molecules 2025 dataset: the molecule C4H6P2 in a non-equilibrium geometry (the ωB97M-V functional and the def2-TZVPD basis).

Geometry as XYZ:
```
12
Properties=species:S:1:pos:R:3:nbo_charge:R:1
C -1.12911 -0.88518 0.78941 -0.342
C -1.47207 0.52030 0.47715 -0.377
C 0.11333 -1.67475 0.40615 -0.681
C -0.37731 1.64306 -0.20310 -0.620
P -2.51369 -1.46519 1.72267 0.320
P -3.06049 0.73681 1.09965 0.352
H -0.16037 -2.45584 -0.40827 0.241
H 0.54865 -2.19181 1.30971 0.235
H 0.81698 -0.90257 0.13646 0.219
H 0.28607 1.92345 0.58731 0.222
H -0.96876 2.39598 -0.55353 0.215
H 0.12207 0.94749 -1.02606 0.216
```

As for the LUMO energy (alpha / beta): -0.877 / -0.929 eV. The value obtained for the energy relative to the best compared isomer or geometry (same formula, charge and spin) is 1.832 eV. The calculation puts the gap between HOMO and LUMO (alpha / beta) at 6.963 / 6.793 eV. As for the spin multiplicity: 1.